A molecular structure, C48H55AsO6PS3SiY in a non-equilibrium geometry. Source: OMol25; level of theory: ωB97M-V/def2-TZVPD.

Summary:
Highest occupied orbital energy, eV: -7.565
E_LUMO, eV: 0.3
Molecular weight, g/mol: 1047.1
ΔE to the lowest compared entry with this formula, charge and spin, kcal/mol: 0.00
Gap between HOMO and LUMO, eV: 7.89
Max |F|, eV/Å: 2.8

```
116
C48H55AsO6PS3SiY | OMol25 | ωB97M-V/def2-TZVPD
Y 1.027 -0.054 0.327
S 0.108 0.051 2.745
C -0.338 -1.617 3.118
C -0.151 -2.046 4.431
C -0.565 -3.301 4.824
C -1.162 -4.156 3.910
C -1.349 -3.739 2.606
C -0.950 -2.470 2.190
As -1.202 -1.848 0.344
C -0.085 -3.144 -0.598
C 0.720 -4.092 0.017
C 1.522 -4.925 -0.745
C 1.540 -4.808 -2.123
C 0.725 -3.874 -2.744
C -0.090 -3.057 -1.987
C -2.912 -2.896 0.090
C -4.000 -2.514 0.875
C -5.196 -3.207 0.817
C -5.326 -4.293 -0.035
C -4.258 -4.674 -0.828
C -3.060 -3.977 -0.773
H 0.303 -1.360 5.129
H -0.436 -3.613 5.849
H -1.490 -5.138 4.215
H -1.826 -4.401 1.888
H 0.742 -4.162 1.097
H 2.156 -5.646 -0.249
H 2.197 -5.428 -2.715
H 0.749 -3.764 -3.818
H -0.733 -2.323 -2.466
H -3.880 -1.673 1.555
H -6.025 -2.907 1.443
H -6.256 -4.841 -0.081
H -4.350 -5.527 -1.485
H -2.228 -4.293 -1.391
O 1.250 1.831 -0.913
S 0.845 1.193 -2.186
O 1.768 1.312 -3.271
O 0.471 -0.203 -1.839
C -0.679 1.993 -2.648
C -0.916 2.301 -3.972
C -2.123 2.878 -4.331
C -3.068 3.140 -3.350
C -2.815 2.848 -2.021
C -1.607 2.259 -1.648
P -1.182 1.859 0.094
C -0.469 3.451 0.645
C -0.380 4.575 -0.169
C 0.248 5.718 0.295
C 0.790 5.751 1.568
C 0.703 4.634 2.384
C 0.082 3.486 1.926
C -2.867 1.904 0.819
C -3.300 2.818 1.772
C -4.592 2.734 2.267
C -5.453 1.752 1.813
C -5.024 0.834 0.868
C -3.732 0.900 0.385
H -0.142 2.088 -4.694
H -2.331 3.114 -5.364
H -4.016 3.579 -3.622
H -3.562 3.070 -1.272
H -0.784 4.559 -1.171
H 0.317 6.583 -0.351
H 1.286 6.644 1.922
H 1.128 4.648 3.377
H 0.020 2.611 2.564
H -2.638 3.594 2.129
H -4.925 3.445 3.008
H -6.459 1.696 2.200
H -5.688 0.064 0.506
H -3.381 0.180 -0.353
C 7.674 -1.500 1.770
C 6.175 -1.796 1.656
C 5.941 -3.277 1.354
C 5.467 -1.415 2.953
O 5.700 -1.022 0.558
Si 4.234 -0.530 0.080
S 2.728 -1.864 0.725
O 3.706 0.915 0.695
C 4.443 2.154 0.676
C 5.881 1.976 0.200
C 4.426 2.707 2.102
C 3.733 3.136 -0.259
O 4.274 -0.222 -1.508
C 4.519 -0.990 -2.672
C 3.292 -1.857 -2.951
C 5.766 -1.850 -2.488
C 4.733 0.005 -3.815
H 8.132 -2.194 2.467
H 7.835 -0.487 2.134
H 8.148 -1.606 0.799
H 6.342 -3.888 2.156
H 6.428 -3.553 0.423
H 4.873 -3.455 1.269
H 5.896 -1.972 3.781
H 4.409 -1.650 2.879
H 5.578 -0.350 3.142
H 6.430 1.306 0.853
H 6.374 2.944 0.188
H 5.890 1.563 -0.805
H 5.001 2.073 2.774
H 3.401 2.757 2.460
H 4.856 3.703 2.104
H 3.650 2.707 -1.254
H 4.291 4.067 -0.309
H 2.728 3.340 0.100
H 3.131 -2.550 -2.126
H 3.427 -2.416 -3.874
H 2.415 -1.219 -3.048
H 5.599 -2.569 -1.691
H 6.607 -1.216 -2.216
H 5.999 -2.374 -3.412
H 3.864 0.654 -3.897
H 4.868 -0.534 -4.748
H 5.618 0.606 -3.622
```